Model one:
Computed, not measured: a single C3H7N5 molecule, with ωB97M-V/def2-TZVPD.

CARTESIAN COORDINATES (ANGSTROEM)
N  -1.63943  0.05736  0.51552
N  -0.28510  -0.15226  0.74726
C  0.37421  -1.21447  0.14904
C  1.71465  -1.17168  0.18796
C  2.32590  0.15718  0.12996
N  1.67657  1.25798  0.25850
N  0.35837  1.29403  0.48653
N  -0.36398  2.20587  -0.17358
H  -2.13853  -0.12006  1.41491
H  -2.01625  -0.53035  -0.21348
H  -0.08055  -2.16460  -0.09352
H  2.27372  -2.08803  -0.04481
H  3.44691  0.32032  0.07926
H  -0.17720  2.38973  -1.18612
H  -1.34285  2.17562  0.07764

Kohn-Sham gap (eV): 7.81

---

Model two:
Computed, not measured: a single C3H7N5 molecule, with ωB97M-V/def2-TZVPD.

CARTESIAN COORDINATES (ANGSTROEM)
H  0.57234  3.15090  0.07926
N  0.64095  2.14682  0.41808
C  -0.37600  1.62494  -0.23926
N  -0.70596  0.30961  0.06260
C  -2.00386  -0.23009  -0.08913
N  -2.17014  -1.52738  0.03789
H  -3.21397  -1.70527  0.11670
C  0.35383  -0.66823  0.20422
N  1.47888  -0.39771  -0.39704
N  2.56639  -1.22081  -0.13312
H  -1.09993  2.28163  -1.10510
H  -2.84851  0.45074  -0.09634
H  0.41661  -1.36699  1.04651
H  3.44247  -0.54061  0.10552
H  2.21630  -1.80378  0.67968

Kohn-Sham gap (eV): 9.31

---

Most favorable first, least favorable last: model two, model one

---

Model one:
Computed, not measured: a single C3H7N5 molecule, with ωB97M-V/def2-TZVPD.

CARTESIAN COORDINATES (ANGSTROEM)
H  -0.11110  0.23559  -2.20354
N  0.04663  -0.76485  -1.90129
C  0.52640  -0.77590  -0.73099
C  1.07646  -1.82531  0.13514
N  1.54342  -1.38420  1.27545
N  1.03116  -0.10518  1.39761
N  0.65744  0.36796  0.06573
N  -0.24437  1.36083  0.11075
C  -1.61693  0.90551  0.19109
H  1.32052  -2.81258  -0.19809
H  1.74299  0.51028  1.74029
H  -0.07961  2.09507  -0.65460
H  -1.76043  0.33025  1.17321
H  -1.78890  0.13671  -0.59857
H  -2.34367  1.72583  0.19781

Kohn-Sham gap (eV): 9.18

---

Model two:
Computed, not measured: a single C3H7N5 molecule, with ωB97M-V/def2-TZVPD.

CARTESIAN COORDINATES (ANGSTROEM)
C  0.74108  1.32085  -0.03320
C  1.93965  -0.88424  0.00805
C  -2.70728  0.57769  -0.06659
N  -0.62070  1.71344  -0.10493
N  -0.53067  -0.54654  0.10589
N  1.68580  2.14851  -0.04872
N  0.78194  -0.10432  0.08152
N  -1.22595  0.55204  -0.02027
H  2.16496  -0.92236  -1.09045
H  2.75858  -0.26824  0.54055
H  1.61632  -1.79372  0.47088
H  -2.91500  1.45039  0.55318
H  -3.03197  -0.51960  0.24292
H  -3.09952  0.94467  -1.15961
H  2.54385  1.62975  -0.19733

Kohn-Sham gap (eV): 8.57

---

Model three:
Computed, not measured: 3 unconnected molecules or ions with the total composition C3H7N5, with ωB97M-V/def2-TZVPD.

CARTESIAN COORDINATES (ANGSTROEM)
C  1.72385  -0.54290  0.00676
C  0.37655  -0.21842  -0.08018
C  -2.26805  0.75970  0.12177
H  3.02320  0.54405  1.37084
H  1.87197  1.91829  -0.34010
H  1.76853  -1.19334  -0.95382
H  1.89624  -1.39329  0.80874
H  -3.28292  1.08452  0.58137
H  -2.71918  -1.27153  0.67718
H  -0.94355  -1.28339  -1.40519
N  2.62683  0.62082  -0.03790
N  0.13921  1.17841  -0.30161
N  -1.30964  1.53979  -0.23074
N  -2.12748  -0.57365  0.07970
N  -0.77556  -1.16905  -0.29682

Kohn-Sham gap (eV): 8.52

---

Most favorable first, least favorable last: model one, model two, model three

---

Model one:
Computed, not measured: a single C17H24N2O6S molecule, with ωB97M-V/def2-TZVPD.

CARTESIAN COORDINATES (ANGSTROEM)
C  4.22580  2.48680  -0.26027
O  2.96153  2.98813  -0.63200
C  1.81379  2.41223  -0.22688
C  0.67042  3.18631  -0.48260
C  -0.57666  2.78219  -0.06691
C  -0.70768  1.59890  0.64233
S  -2.32830  1.01774  1.13969
O  -3.24033  2.11978  1.04454
O  -2.20504  0.31954  2.38558
N  -2.65964  -0.07755  -0.04674
C  -3.32958  0.38182  -1.23734
C  -4.84322  0.49749  -1.04151
C  -5.54572  -0.84838  -0.88041
C  -4.96508  -1.72642  0.23000
C  -3.62946  -2.36527  -0.15720
C  -2.42409  -1.47853  0.17745
C  0.39336  0.81696  0.89770
C  1.66074  1.19183  0.44767
C  2.73022  0.18109  0.69474
O  3.00933  -0.24493  1.79210
O  3.24628  -0.24068  -0.45596
C  4.20781  -1.31066  -0.53615
C  3.70712  -2.60763  0.08954
C  5.59775  -0.90452  0.00318
N  5.66967  -0.72950  1.33066
O  6.54262  -0.79347  -0.74538
H  4.23499  2.14663  0.77892
H  4.54491  1.67494  -0.91854
H  4.91479  3.32426  -0.37005
H  0.81176  4.11651  -1.00955
H  -1.45500  3.38034  -0.24974
H  -2.92485  1.36944  -1.47497
H  -3.08925  -0.29784  -2.05939
H  -5.00828  1.11042  -0.15512
H  -5.26716  1.02092  -1.90124
H  -6.59861  -0.65552  -0.66304
H  -5.50307  -1.39798  -1.82511
H  -4.83474  -1.13452  1.13749
H  -5.68261  -2.52101  0.44626
H  -3.50005  -3.30953  0.37461
H  -3.63804  -2.59209  -1.22548
H  -1.55052  -1.80999  -0.40465
H  -2.18729  -1.56208  1.23909
H  0.27317  -0.09891  1.45490
H  4.32693  -1.44207  -1.61762
H  3.55058  -2.49999  1.15905
H  2.76664  -2.89874  -0.37398
H  4.44248  -3.38855  -0.08412
H  6.55355  -0.45664  1.72886
H  4.83801  -0.73129  1.90753

Kohn-Sham gap (eV): 9.39

---

Model two:
Computed, not measured: a single C17H24N2O6S molecule, with ωB97M-V/def2-TZVPD.

CARTESIAN COORDINATES (ANGSTROEM)
C  2.35591  1.87143  5.53794
C  1.26098  0.85754  5.21799
N  0.80047  0.92939  3.84795
C  -0.05531  2.02676  3.45023
C  -1.51385  1.58501  3.35649
S  1.82393  0.35861  2.66852
O  2.74827  -0.54915  3.27970
O  2.34286  1.42352  1.85238
C  0.66658  -0.57726  1.66853
C  0.17068  -1.77172  2.15507
C  -0.76428  -2.46976  1.40779
C  -1.18572  -1.96957  0.18665
C  -0.65903  -0.78152  -0.31102
C  -1.16901  -0.25689  -1.61134
O  -2.36126  -0.22603  -1.87246
N  -0.25137  0.20016  -2.48699
C  1.17765  -0.02899  -2.49192
C  1.50002  -0.26369  -3.97963
O  1.33811  -1.59864  -4.35784
C  0.51406  0.68798  -4.68052
C  -0.72382  0.70179  -3.77017
C  -1.85545  -0.17317  -4.31510
O  -2.83236  0.24960  -4.86166
O  -1.55097  -1.47868  -4.21478
C  -2.56189  -2.38162  -4.64640
C  0.26848  -0.07524  0.44754
H  2.00113  2.89008  5.39706
H  2.68198  1.75538  6.56829
H  3.20159  1.70299  4.87592
H  0.39573  0.99366  5.87282
H  1.65379  -0.15122  5.35384
H  0.03624  2.85034  4.16407
H  0.29552  2.38322  2.47897
H  -1.62860  0.79634  2.61736
H  -1.85562  1.20865  4.31741
H  -2.13779  2.42719  3.06919
H  0.52473  -2.13317  3.10695
H  -1.16890  -3.39947  1.77748
H  -1.92649  -2.49448  -0.39757
H  1.44478  -0.89211  -1.88179
H  1.71410  0.85219  -2.12440
H  2.53996  -0.02038  -4.20934
H  0.40580  -1.83808  -4.24228
H  0.28084  0.34184  -5.68629
H  0.94306  1.68639  -4.74728
H  -1.14277  1.70811  -3.65677
H  -2.13786  -3.37890  -4.56047
H  -2.84302  -2.16711  -5.67894
H  -3.44054  -2.27684  -4.00833
H  0.67866  0.86553  0.11716

Kohn-Sham gap (eV): 9.71

---

Most favorable first, least favorable last: model two, model one

---

Model one:
Computed, not measured: 2 unconnected molecules or ions with the total composition C4H15N3O, with ωB97M-V/def2-TZVPD.

CARTESIAN COORDINATES (ANGSTROEM)
C  -2.41893  1.65668  -1.78368
N  -1.48626  0.58037  -1.38735
C  -0.54857  0.99645  -0.36164
C  0.23275  -0.12378  0.31858
N  -0.44962  -0.76505  1.45065
C  -0.89565  -2.15076  1.30345
N  -1.85394  -2.45339  0.22373
H  -2.32524  1.72527  -2.86163
H  -3.47801  1.44982  -1.64655
H  -2.09168  2.62334  -1.40990
H  -1.98763  -0.28226  -1.25387
H  -1.03666  1.52966  0.46255
H  0.13926  1.67804  -0.86761
H  0.49949  -0.88287  -0.39704
H  1.14314  0.29983  0.74708
H  -1.25209  -0.23530  1.72253
H  0.00942  -2.73858  1.13561
H  -1.34388  -2.47353  2.24178
H  -1.49900  -2.01681  -0.61406
H  -2.72845  -2.03490  0.51744
O  6.48125  1.78365  0.25768
H  5.62655  2.10547  0.54027
H  6.85998  1.01984  0.70369

Kohn-Sham gap (eV): 9.49

---

Model two:
Computed, not measured: 2 unconnected molecules or ions with the total composition C4H15N3O, with ωB97M-V/def2-TZVPD.

CARTESIAN COORDINATES (ANGSTROEM)
C  -1.22542  0.36218  -0.04393
C  -0.96979  -0.92069  0.82944
N  -1.74231  -2.09000  0.26509
C  0.47100  -1.49717  0.84159
N  1.30507  -0.62531  1.70847
C  2.55390  -0.05064  1.32845
N  2.46506  1.30313  0.55161
H  -2.07461  1.00947  0.22872
H  -0.41432  1.04601  0.14983
H  -1.29460  0.26895  -1.18901
H  -1.44220  -0.74801  1.77806
H  -2.62955  -2.30754  0.71004
H  -1.98135  -1.89477  -0.73007
H  0.29354  -2.52635  1.23291
H  0.69581  -1.74479  -0.32179
H  0.64461  -0.03400  2.17477
H  3.23527  -0.82888  0.82157
H  3.09034  0.18185  2.31993
H  2.52550  1.32612  -0.51116
H  1.63498  1.72125  0.71653
O  -1.42726  2.64947  -3.98938
H  -1.37691  2.28176  -4.89099
H  -2.33676  3.11796  -3.98070

Kohn-Sham gap (eV): 9.14

---

Most favorable first, least favorable last: model one, model two

---

Model one:
Computed, not measured: 3 unconnected molecules or ions with the total composition C5H14O2, with ωB97M-V/def2-TZVPD.

CARTESIAN COORDINATES (ANGSTROEM)
C  1.86794  -1.83843  -0.41149
C  0.75216  -1.20458  -0.05921
C  -0.69929  -1.77545  -0.10720
C  0.79588  0.23954  0.69182
C  1.89704  1.20213  0.22082
H  1.86293  -2.62860  -1.17002
H  2.70109  -1.69369  0.28086
H  -0.84395  -2.73746  -0.62227
H  -1.46091  -1.11652  -0.63040
H  -1.09037  -2.08743  0.93231
H  -0.17278  0.71021  0.44013
H  0.94775  0.10343  1.75615
H  1.96544  1.45382  -0.89201
H  2.87249  0.75091  0.42504
H  1.78478  2.16457  0.63014
O  -2.22864  1.45607  1.24630
H  -2.27885  1.14871  0.34170
H  -3.14369  1.23558  1.61143
O  -2.21466  1.32157  -1.54782
H  -1.28667  1.03714  -1.34938
H  -2.02768  2.25849  -1.78692

Kohn-Sham gap (eV): 9.58

---

Model two:
Computed, not measured: 3 unconnected molecules or ions with the total composition C5H14O2, with ωB97M-V/def2-TZVPD.

CARTESIAN COORDINATES (ANGSTROEM)
C  -2.10778  2.05112  1.01876
C  -1.53822  0.96435  0.54463
C  -0.11062  0.75150  0.46793
C  0.20642  1.44762  -0.93156
C  1.69464  1.66658  -1.21861
H  -1.43107  2.91813  1.45583
H  -3.10633  1.91176  0.82888
H  -1.96456  0.16971  -0.06412
H  0.39341  1.18782  1.31256
H  0.34043  -0.20564  0.40361
H  -0.36517  2.49514  -1.11002
H  -0.37419  0.90938  -1.72980
H  2.14996  2.38824  -0.64566
H  2.04198  0.64710  -0.86373
H  1.79367  1.84825  -2.25275
O  -0.42899  -2.73358  -0.95389
H  -0.00934  -3.14105  -1.61392
H  -0.22089  -3.47378  -0.30949
O  1.58251  -2.80944  1.29009
H  0.75999  -2.68485  1.61128
H  1.89733  -1.91302  1.00087

Kohn-Sham gap (eV): 9.86

---

Most favorable first, least favorable last: model one, model two